{
  "formula": "C5H12N3",
  "method": "ωB97M-V with the def2-TZVPD basis set",
  "species": ["C", "N", "C", "N", "H", "H", "H", "H", "H", "H", "H", "C", "C", "C", "N", "H", "H", "H", "H", "H"],
  "coordinates": [[-2.030, 0.386, 0.659], [0.468, 2.914, -0.340], [-0.682, 2.308, -0.048], [-0.827, 1.033, 0.052], [-2.593, -0.039, -0.165], [-2.596, 1.135, 1.209], [-1.660, -0.313, 1.398], [1.305, 2.355, -0.239], [0.606, 3.891, -0.108], [-1.527, 2.977, 0.075], [0.009, 0.432, -0.040], [0.852, -1.882, 0.628], [0.047, -2.762, 0.043], [2.065, -1.069, -1.153], [1.535, -0.827, -0.026], [1.014, -1.871, 1.696], [-0.200, -2.723, -1.010], [-0.412, -3.551, 0.622], [2.617, -0.312, -1.695], [2.006, -2.083, -1.558]],
  "mulliken_charge": [-0.912, -0.356, 0.220, -0.026, 0.301, 0.424, 0.307, 0.230, 0.291, 0.381, 0.231, -0.161, -0.666, -0.342, -0.482, 0.412, 0.298, 0.279, 0.256, 0.314],
  "fmax_ev_per_a": 1.20,
  "lumo_energy_ha": -0.1185,
  "total_charge": 1,
  "homo_ha": -0.4830
}